DFT (ωB97M-V/def2-TZVPD) results for a molecular structure, CH3N5O2.

Results
Energy relative to the best compared isomer or geometry (same formula, charge and spin)   6.543 eV
Molecular weight   117.1 g/mol
Net charge   0
HOMO-LUMO gap   7.9816 eV

The geometry in XYZ format:
```
11
Properties=species:S:1:pos:R:3:mulliken_charge:R:1
C 0.252 -0.695 -0.303 0.41
H -0.792 -1.157 -2.278 0.42
H 2.484 0.965 1.654 0.40
H 1.940 -1.129 -1.164 0.26
N -1.060 -0.321 -0.147 0.57
N -1.203 0.832 0.652 -0.29
N -0.138 1.130 1.202 -0.30
N 0.706 0.197 0.807 0.47
N 0.955 -1.127 -1.336 -0.72
O -1.971 -0.580 -1.115 -0.68
O 1.976 0.644 0.534 -0.55
```